No. 1
Molecular formula: C22H26FN3O4
Method: DFT, the ωB97M-V functional and the def2-TZVPD basis

```
! wB97M-V def2-TZVPD RIJCOSX def2/J DEFGRID3
* xyz 0 1
F -4.785 -2.940 -0.229
O 2.364 -2.788 -0.860
O -3.516 1.108 -0.502
O -2.473 4.397 0.404
O 0.356 1.031 -0.602
N -1.851 1.794 0.875
N 2.646 -0.540 -0.857
N -0.397 -1.086 -0.692
C -3.007 5.571 0.044
C -0.729 -3.344 0.131
C -3.870 -5.412 0.697
C 4.251 2.263 0.816
C -0.390 0.158 -0.178
C -4.235 3.991 -0.905
C 4.437 1.906 -0.655
C -2.887 2.010 0.022
C 3.671 -0.118 1.332
C -2.944 -4.288 0.354
C -1.267 -2.141 -0.307
C 4.879 0.451 -0.805
C -1.305 0.465 1.009
C 0.581 -1.407 -1.728
C 3.899 -0.513 -0.133
C -2.646 -2.003 -0.443
C -4.092 5.387 -0.760
C -3.222 3.425 -0.173
C -1.565 -4.398 0.457
C 1.965 -1.666 -1.102
C 3.223 1.336 1.458
C -3.448 -3.073 -0.102
H 5.859 0.323 -0.341
H -2.534 6.459 0.416
H -4.976 3.460 -1.465
H 4.606 -0.258 1.878
H -4.591 -5.090 1.448
H 0.250 -2.305 -2.249
H -3.317 -6.266 1.077
H 4.971 0.193 -1.862
H 4.293 -1.535 -0.175
H 2.924 -0.785 1.769
H -4.432 -5.716 -0.185
H -4.709 6.148 -1.192
H -1.134 -5.327 0.797
H 0.341 -3.462 0.200
H -3.095 -1.088 -0.803
H 2.162 0.342 -0.977
H -2.130 -0.241 1.085
H 3.925 3.300 0.907
H -1.242 2.571 1.084
H 5.188 2.559 -1.106
H 2.257 1.473 0.967
H 3.498 2.068 -1.187
H 3.100 1.589 2.513
H 0.637 -0.566 -2.425
H 5.206 2.163 1.338
H -0.700 0.419 1.920
*
```

Output
- Calculated total energy: -38615.476 eV
- Energy relative to the best compared isomer or geometry (same formula, charge and spin): 0.000 eV
- Max |F|: 1.3 eV Å⁻¹
- Orbital gap: 9.51 eV



No. 2
Molecular formula: C33H47AsF2N6S2Si3Tl
Method: DFT, the ωB97M-V functional and the def2-TZVPD basis

```
! wB97M-V def2-TZVPD RIJCOSX def2/J DEFGRID3
* xyz -1 1
Tl 0.221 0.994 -1.186
As -1.409 1.561 2.048
S 3.766 -0.240 0.806
S -0.096 -1.652 -3.484
Si 0.306 2.607 3.276
Si -3.038 3.249 1.897
Si -2.312 0.141 3.690
F -4.330 3.819 -3.441
F -5.401 -0.374 -1.693
N 2.126 -2.458 -2.059
N 0.609 -3.918 -2.184
N 2.806 -1.250 -2.150
N 1.117 -1.816 1.110
N 1.587 -4.494 -1.417
N -0.439 3.513 -2.186
C -3.900 2.652 -2.878
C -3.323 1.008 5.019
C -1.642 4.309 -4.075
C -2.148 1.262 -1.959
C -4.883 1.731 -2.582
C -3.290 4.336 3.413
C 2.085 -2.145 2.013
C 2.498 -3.577 -1.343
C 1.868 -3.167 2.976
C 0.643 -3.870 2.922
C -2.549 4.395 0.503
C 2.843 -3.468 3.954
C 0.530 4.381 -2.461
C -0.297 -3.528 2.002
C -1.092 -1.999 0.159
C 1.752 1.446 3.375
C -0.027 -2.457 1.114
C 3.791 -3.691 -0.631
C -3.452 -1.097 2.860
C 4.251 -1.764 2.996
C -0.181 3.121 5.021
C -2.551 2.450 -2.603
C 0.888 -2.666 -2.590
C 3.349 -1.438 1.991
C -0.912 -0.795 4.512
C -1.527 3.467 -2.964
C -3.138 0.317 -1.677
C 0.481 5.265 -3.523
C 4.009 -2.754 3.960
C -4.459 0.558 -1.990
C 0.771 4.153 2.315
C -0.633 5.213 -4.349
C -4.649 2.393 1.469
H -2.896 -0.633 -1.215
H 0.653 3.663 5.479
H 0.911 3.922 1.256
H -2.506 4.244 -4.717
H 1.707 4.566 2.701
H -4.091 5.049 3.191
H 2.644 -4.247 4.680
H -4.177 -0.612 2.203
H 1.512 0.543 3.941
H -4.513 1.770 0.581
H -1.729 5.054 0.796
H 3.771 -4.581 -0.008
H 4.613 -3.774 -1.347
H -0.703 -1.855 -0.848
H -0.224 -1.210 3.772
H 2.942 -0.879 -1.192
H -2.390 4.913 3.635
H -1.317 -1.628 5.095
H 3.973 -2.805 -0.018
H -1.245 -4.050 1.942
H 2.094 1.126 2.386
H 1.387 4.359 -1.795
H -1.060 3.767 5.043
H -4.236 1.439 4.600
H -0.712 5.867 -5.209
H 5.192 -1.227 3.009
H -2.881 -1.807 2.260
H -0.337 -0.159 5.187
H -4.994 1.753 2.285
H -0.252 -4.396 -2.374
H 0.470 -4.675 3.629
H 4.767 -2.956 4.709
H -4.001 -1.660 3.621
H -5.435 3.122 1.256
H -1.493 -1.037 0.493
H -3.569 3.778 4.307
H -1.921 -2.709 0.110
H 3.716 -1.422 -2.560
H 2.594 1.937 3.873
H -2.227 3.827 -0.370
H 0.000 4.923 2.397
H -3.618 0.275 5.777
H -3.401 5.018 0.214
H -0.386 2.248 5.644
H -2.765 1.804 5.514
H 1.293 5.957 -3.702
H -5.923 1.927 -2.799
*
```

Output
- Calculated total energy: -160200.718 eV
- Energy relative to the best compared isomer or geometry (same formula, charge and spin): 0.000 eV
- Max |F|: 0.1 eV Å⁻¹
- Orbital gap: 6.37 eV



No. 3
Molecular formula: C19H43OP3S2V
Method: DFT, the ωB97M-V functional and the def2-TZVPD basis

```
! wB97M-V def2-TZVPD RIJCOSX def2/J DEFGRID3
* xyz 3 3
V -1.648 0.147 -0.784
S 2.043 1.783 0.066
S -2.434 2.015 0.435
P -3.351 -0.379 -2.158
P -1.235 -1.685 0.576
P 3.288 0.834 2.676
O -3.568 2.859 -0.067
C -3.072 1.203 1.920
C -0.608 -1.584 2.290
C 4.974 -0.589 -2.437
C -1.226 3.148 1.165
C 2.157 1.075 4.050
C -4.860 -0.452 -1.138
C 3.108 0.763 -0.870
C -2.799 -2.610 0.896
C 3.266 -0.849 2.066
C -1.119 1.746 -2.107
C -2.997 -2.020 -2.879
C 2.787 -0.510 -1.372
C 4.949 1.378 3.003
C -0.590 0.482 -2.637
C 4.344 1.374 -1.167
C 3.732 -1.179 -2.156
C -3.879 0.610 -3.604
C 5.278 0.696 -1.938
C -0.158 -3.021 -0.072
H -3.541 -1.949 1.364
H 0.446 -1.286 2.300
H -0.373 2.460 -1.741
H 3.867 -0.916 1.148
H -5.028 0.526 -0.666
H -4.299 1.567 -3.264
H 4.989 2.475 2.946
H -3.242 2.024 2.632
H -0.515 -3.326 -1.064
H -4.020 0.721 1.641
H -3.338 -2.817 -2.203
H 2.738 1.602 1.245
H -2.038 2.203 -2.509
H 3.699 -1.513 2.819
H -5.703 -0.676 -1.799
H 1.202 0.540 3.879
H -1.176 -0.864 2.887
H -3.223 -3.018 -0.030
H 6.236 1.180 -2.167
H 3.491 -2.153 -2.598
H -3.520 -2.078 -3.839
H -4.777 -1.228 -0.364
H -0.413 3.348 0.454
H 5.718 -1.119 -3.047
H 2.634 0.692 4.973
H 0.873 -2.655 -0.174
H -0.691 -2.564 2.776
H 1.955 2.156 4.163
H -0.173 -3.885 0.608
H 2.245 -1.165 1.808
H -2.368 0.471 2.341
H -0.804 2.694 2.077
H 5.238 1.061 4.013
H 4.496 2.414 -0.863
H -2.572 -3.437 1.583
H 5.647 0.956 2.271
H -0.917 0.123 -3.638
H -4.663 0.039 -4.124
H 0.483 0.308 -2.448
H 1.781 -0.903 -1.222
H -1.765 4.076 1.413
H -3.042 0.808 -4.284
H -1.916 -2.127 -3.058
*
```

Output
- Calculated total energy: -97642.761 eV
- Max |F|: 3.9 eV Å⁻¹
- Orbital gap (alpha / beta): 6.27 / 6.48 eV



- Which of these has the lowest calculated total energy?
  C33H47AsF2N6S2Si3Tl